ORCA calculation (wB97M-V/def2-TZVPD) on the ion C8H11N4O2S with charge -1 at a distorted geometry.

The value obtained for the gap between HOMO and LUMO is 6.97 eV. The value obtained for the HOMO energy is -3.61 eV. Its LUMO energy is 3.358 eV. As for the multiplicity: 1. As for the SMILES: CCO[C@@]([O-])(N=C=S)n1cc[nH]/c1=N/C. As for the strongest force on any atom: 4.6 eV Å⁻¹. Its energy is -1079.0820 Eh. The energy above the lowest of the compared OMol25 structures with the same formula, charge and spin is 121.6 kJ/mol. The charge is -1.

Last columns: bonded neighbours and bond lengths (Å).
Positions of all 26 atoms, in Å:
1 C 1.54822 -0.92403 -1.63849  C2 1.333, N9 1.373, H16 1.088
2 C 0.89455 -0.63071 -2.76268  C1 1.333, N11 1.417, H17 1.024
3 C -0.63306 -0.42968 -1.16676  N9 1.377, N11 1.365, N12 1.250
4 C -0.54051 -2.65579 0.77111  N10 1.195, S15 1.609
5 C 0.96566 -0.54947 0.75090  N9 1.452, N10 1.627, O13 1.243, O14 1.426
6 C 1.08132 2.84084 1.25601  C8 1.498, H18 1.040, H19 1.224, H20 1.055
7 C -2.67643 -0.55121 0.15239  N12 1.403, H21 1.211, H22 1.134, H23 1.102
8 C 0.87140 1.51303 1.91770  C6 1.498, O14 1.469, H24 1.061, H25 1.047
9 N 0.63566 -0.60888 -0.66207  C1 1.373, C3 1.377, C5 1.452
10 N 0.16346 -1.85168 1.30667  C4 1.195, C5 1.627
11 N -0.43538 -0.21723 -2.50017  C2 1.417, C3 1.365, H26 1.024
12 N -1.86439 -0.33494 -0.97065  C3 1.250, C7 1.403
13 O 2.13720 -0.67065 1.14666  C5 1.243
14 O 0.09761 0.48385 1.21147  C5 1.426, C8 1.469
15 S -1.18952 -3.89221 -0.02912  C4 1.609
16 H 2.42611 -1.55203 -1.50167  C1 1.088
17 H 1.19023 -0.86920 -3.71348  C2 1.024
18 H 1.73475 2.78789 0.44833  C6 1.040
19 H 0.08273 3.43151 0.86751  C6 1.224
20 H 1.39427 3.62797 1.88548  C6 1.055
21 H -2.30509 -0.01053 1.17039  C7 1.211
22 H -3.69286 -0.16098 -0.16453  C7 1.134
23 H -2.86943 -1.63326 0.23782  C7 1.102
24 H 0.41062 1.65156 2.86328  C8 1.061
25 H 1.80493 1.13121 2.19710  C8 1.047
26 H -1.23206 0.07462 -3.07321  N11 1.024